1.
{
  "formula": "C56H91FIN24O2",
  "method": "ωB97M-V/def2-TZVPD",
  "symbols": ["C", "C", "C", "F", "N", "C", "N", "C", "C", "C", "O", "C", "O", "C", "I", "C", "C", "C", "N", "C", "C", "C", "C", "N", "H", "H", "H", "H", "H", "H", "H", "H", "H", "H", "H", "H", "H", "H", "H", "H", "H", "H", "H", "H", "H", "H", "H", "H", "H", "H", "H", "H", "H", "H", "H", "C", "C", "N", "H", "H", "H", "C", "C", "N", "H", "H", "H", "C", "C", "N", "H", "H", "H", "C", "C", "N", "H", "H", "H", "C", "C", "N", "H", "H", "H", "C", "C", "N", "H", "H", "H", "C", "C", "N", "H", "H", "H", "C", "C", "N", "H", "H", "H", "C", "C", "N", "H", "H", "H", "C", "C", "N", "H", "H", "H", "C", "C", "N", "H", "H", "H", "C", "C", "N", "H", "H", "H", "C", "C", "N", "H", "H", "H", "C", "C", "N", "H", "H", "H", "C", "C", "N", "H", "H", "H", "C", "C", "N", "H", "H", "H", "C", "C", "N", "H", "H", "H", "C", "C", "N", "H", "H", "H", "C", "C", "N", "H", "H", "H", "C", "C", "N", "H", "H", "H"],
  "positions_angstrom": [[-0.347, 0.862, -3.272], [-1.629, 0.027, -2.980], [-1.735, -0.512, -1.553], [-0.925, -1.637, -1.421], [-1.336, 0.446, -0.533], [-1.243, 0.129, 0.747], [-0.830, 0.981, 1.762], [-0.125, 0.144, 2.768], [1.389, 0.419, 2.462], [1.885, -0.241, 1.145], [1.682, 0.717, 0.053], [2.781, 1.494, -0.163], [3.441, 2.013, 0.697], [-0.239, 0.570, 4.266], [-2.182, 0.227, 5.154], [0.232, 2.048, 4.549], [-0.520, 2.827, 5.640], [-0.627, -1.295, 2.514], [-1.460, -1.080, 1.327], [-2.748, -1.779, 1.173], [-3.983, -1.028, 1.734], [-4.513, 0.129, 0.833], [-4.310, 1.474, 1.604], [-3.982, 2.593, 0.678], [-0.580, 1.929, -3.138], [-0.110, 0.721, -4.337], [0.492, 0.504, -2.661], [-1.586, -0.862, -3.634], [-2.572, 0.541, -3.225], [-2.784, -0.810, -1.391], [-1.097, 1.402, -0.771], [-0.287, 1.780, 1.448], [1.972, -0.039, 3.284], [1.634, 1.485, 2.380], [1.447, -1.222, 0.930], [2.975, -0.370, 1.231], [3.046, 1.677, -1.226], [0.461, -0.087, 4.806], [1.277, 1.970, 4.902], [0.292, 2.623, 3.608], [-0.539, 2.313, 6.612], [-1.515, 3.176, 5.329], [0.065, 3.751, 5.821], [0.157, -1.982, 2.129], [-1.034, -1.863, 3.358], [-2.969, -2.107, 0.146], [-2.668, -2.717, 1.750], [-3.862, -0.635, 2.751], [-4.799, -1.771, 1.792], [-3.954, 0.253, -0.107], [-5.586, 0.063, 0.612], [-3.469, 1.405, 2.315], [-5.218, 1.730, 2.173], [-3.389, 3.208, 1.236], [-3.372, 2.269, -0.070], [5.281, 0.091, 3.261], [5.002, -1.335, 3.457], [4.787, -2.456, 3.599], [5.048, 0.368, 2.233], [4.669, 0.684, 3.938], [6.333, 0.299, 3.456], [-3.785, -5.785, 0.200], [-4.608, -4.585, 0.023], [-5.255, -3.641, -0.123], [-2.993, -5.588, 0.922], [-4.400, -6.607, 0.563], [-3.335, -6.066, -0.751], [7.169, 0.724, -0.128], [8.144, 0.584, 0.965], [8.907, 0.482, 1.818], [6.326, 1.332, 0.204], [7.640, 1.208, -0.982], [6.805, -0.256, -0.425], [8.249, -3.982, 1.986], [7.355, -3.048, 1.297], [6.652, -2.314, 0.764], [8.669, -4.687, 1.272], [9.059, -3.431, 2.463], [7.694, -4.529, 2.746], [-2.605, -4.678, -3.879], [-2.162, -5.794, -3.033], [-1.813, -6.668, -2.371], [-1.845, -4.455, -4.626], [-3.534, -4.943, -4.382], [-2.772, -3.794, -3.265], [0.208, -0.333, 8.992], [1.328, 0.440, 8.373], [2.192, 1.030, 7.892], [-0.080, 0.120, 9.920], [-0.638, -0.337, 8.312], [0.526, -1.346, 9.173], [3.128, -1.502, -2.753], [3.412, -0.257, -3.525], [3.628, 0.704, -4.123], [3.986, -1.746, -2.143], [2.266, -1.325, -2.143], [2.928, -2.316, -3.445], [-1.498, 0.203, -7.496], [-1.106, -0.919, -6.635], [-0.794, -1.799, -5.964], [-0.723, 0.385, -8.239], [-2.432, -0.031, -8.005], [-1.634, 1.101, -6.896], [2.068, -5.144, 0.167], [2.337, -3.906, -0.572], [2.550, -2.933, -1.152], [2.930, -5.400, 0.782], [1.199, -5.011, 0.808], [1.874, -5.957, -0.532], [4.079, 1.698, -7.197], [4.160, 0.989, -8.478], [4.227, 0.440, -9.487], [3.792, 1.010, -6.407], [5.050, 2.133, -6.957], [3.338, 2.494, -7.261], [-5.286, 5.383, 3.650], [-4.145, 4.465, 3.559], [-3.251, 3.746, 3.488], [-5.395, 5.931, 2.715], [-6.198, 4.821, 3.842], [-5.126, 6.091, 4.461], [8.483, 0.746, -6.262], [7.723, 1.990, -6.424], [7.126, 2.964, -6.553], [9.345, 0.921, -5.621], [7.851, -0.016, -5.811], [8.827, 0.395, -7.233], [-0.315, -9.186, -4.010], [0.867, -10.053, -4.091], [1.792, -10.732, -4.153], [-0.407, -8.600, -4.922], [-1.211, -9.791, -3.884], [-0.221, -8.512, -3.162], [5.586, 4.098, -10.381], [4.819, 5.339, -10.541], [4.219, 6.310, -10.666], [6.439, 4.271, -9.727], [4.955, 3.325, -9.946], [5.945, 3.756, -11.351], [-3.271, 5.665, -0.660], [-4.115, 6.836, -0.918], [-4.778, 7.754, -1.120], [-2.477, 5.928, 0.038], [-3.874, 4.863, -0.232], [-2.833, 5.326, -1.597], [-5.980, 9.164, -4.099], [-7.271, 9.673, -4.572], [-8.284, 10.071, -4.942], [-6.068, 8.824, -3.068], [-5.662, 8.329, -4.723], [-5.230, 9.952, -4.151], [3.400, -3.206, 10.938], [2.322, -2.230, 11.134], [1.480, -1.463, 11.288], [4.365, -2.703, 10.982], [3.357, -3.964, 11.718], [3.292, -3.686, 9.967], [-3.397, -2.708, 11.177], [-2.291, -1.943, 10.591], [-1.423, -1.340, 10.133], [-3.701, -2.255, 12.119], [-4.245, -2.714, 10.495], [-3.081, -3.733, 11.361], [-2.594, 7.259, -4.419], [-2.706, 5.826, -4.125], [-2.794, 4.697, -3.907], [-2.804, 7.436, -5.472], [-3.307, 7.816, -3.812], [-1.587, 7.604, -4.193], [-9.087, -3.955, 0.678], [-9.206, -5.407, 0.855], [-9.298, -6.543, 0.996], [-9.294, -3.690, -0.357], [-9.796, -3.442, 1.325], [-8.077, -3.636, 0.932]],
  "forces_ev_per_a": [[-1.07, -0.15, -0.30], [0.55, -0.21, -0.02], [-0.36, -0.01, -0.92], [-0.19, 0.34, 0.10], [-0.49, 0.02, 0.30], [0.43, -0.22, 3.16], [-0.12, -0.51, -1.68], [1.42, 1.03, 1.43], [0.30, -2.07, -0.34], [0.68, 1.30, 1.07], [0.54, -0.86, -0.57], [0.49, 1.02, -0.20], [-0.30, -0.74, -0.01], [-0.04, 0.87, -0.16], [0.08, -0.34, -0.28], [0.28, -0.44, 0.27], [0.57, 0.99, -0.11], [1.08, 0.00, -1.33], [-1.53, -0.30, -1.30], [-0.73, -0.75, 0.64], [-1.00, -0.22, -0.88], [0.48, 1.24, 1.15], [0.47, 0.04, -0.60], [0.10, 0.08, 0.45], [0.48, -0.24, 0.17], [0.16, 0.12, 0.45], [-0.14, 0.30, -0.21], [-0.20, 0.20, 0.42], [0.44, 0.10, 0.06], [0.51, -0.18, 0.17], [0.01, -0.28, -0.29], [-0.09, 0.00, 0.20], [-0.10, 0.35, -0.30], [-0.21, -0.37, 0.35], [-0.09, 0.54, -0.46], [-0.45, -0.21, 0.00], [-0.70, -0.32, 0.20], [-0.60, 0.01, -0.09], [-0.36, -0.03, -0.22], [-0.40, -0.10, 0.39], [-0.11, -0.02, -0.48], [0.24, -0.45, 0.14], [-0.20, -0.36, -0.07], [0.12, 0.53, 0.56], [-0.71, 0.82, -0.22], [0.36, 0.30, 0.27], [0.23, 0.36, -0.25], [0.39, -0.31, -0.26], [0.53, 0.05, 0.00], [-0.32, -0.42, 0.15], [0.41, -0.39, -0.18], [-0.48, -0.35, -0.04], [0.35, -0.07, -0.18], [-0.25, 0.17, -0.20], [-0.22, -0.16, 0.03], [-0.06, -0.20, 0.06], [0.06, -0.03, -0.01], [-0.09, 0.25, -0.02], [0.04, 0.03, 0.01], [0.02, 0.00, 0.01], [0.00, -0.04, -0.03], [-0.18, 0.15, -0.04], [-0.26, 0.26, -0.03], [0.42, -0.46, 0.08], [-0.02, 0.00, -0.01], [-0.02, 0.04, 0.00], [-0.03, -0.03, 0.13], [0.22, 0.04, 0.14], [-0.15, 0.01, -0.19], [-0.21, -0.03, -0.12], [0.04, 0.04, 0.00], [0.01, 0.05, 0.05], [0.05, -0.03, 0.09], [-0.12, 0.13, -0.08], [0.05, -0.03, 0.06], [0.05, -0.17, 0.01], [-0.01, 0.02, 0.00], [-0.02, 0.03, -0.02], [-0.02, 0.04, -0.01], [0.09, -0.21, 0.10], [0.06, 0.01, -0.11], [-0.08, 0.34, -0.19], [0.00, 0.03, 0.03], [0.01, -0.02, 0.02], [0.02, -0.02, 0.00], [1.83, 1.52, -1.69], [-0.13, -0.21, -0.03], [-0.25, -0.13, -0.02], [0.41, 0.32, -0.01], [0.08, 0.17, -0.12], [0.17, 0.06, -0.05], [0.74, 2.36, -2.07], [0.13, -0.40, -0.24], [-0.13, -0.13, 0.37], [0.09, 0.22, -0.03], [-0.10, 0.50, -0.20], [-0.04, 0.02, 0.01], [0.08, -0.18, 0.13], [0.02, 0.02, -0.08], [-0.15, 0.21, -0.02], [0.00, -0.02, 0.02], [0.02, -0.01, 0.01], [0.00, -0.01, 0.00], [0.09, 0.16, -0.15], [0.01, -0.02, 0.02], [-0.88, -2.79, 2.58], [0.00, 0.04, -0.01], [0.01, 0.00, -0.02], [-0.01, 0.02, 0.00], [0.01, -0.15, -0.32], [-0.01, 0.08, 0.02], [-0.01, 0.11, 0.20], [0.01, 0.04, 0.00], [-0.13, 0.00, 0.00], [0.01, -0.01, -0.02], [0.17, -0.15, -0.01], [-0.03, 0.06, 0.06], [-0.15, 0.25, -0.03], [0.01, -0.02, 0.01], [0.02, 0.00, -0.01], [0.02, -0.02, -0.01], [-0.11, 0.20, -0.03], [0.08, -0.02, 0.01], [0.18, -0.22, 0.01], [-0.01, 0.01, -0.01], [-0.01, 0.02, -0.01], [-0.01, 0.01, 0.01], [0.26, -0.18, -0.01], [-0.07, 0.01, -0.04], [-0.16, 0.16, 0.03], [0.01, -0.02, 0.01], [0.02, 0.01, 0.01], [-0.05, -0.01, -0.01], [-0.10, 0.21, 0.00], [0.05, -0.04, 0.00], [0.09, -0.20, 0.05], [-0.03, 0.01, 0.01], [0.02, -0.02, -0.05], [-0.03, 0.00, 0.01], [-0.12, 0.21, 0.09], [0.04, -0.04, 0.04], [0.17, -0.20, -0.03], [-0.03, 0.05, 0.00], [-0.04, 0.00, -0.08], [-0.04, -0.06, 0.06], [-0.25, 0.08, -0.03], [0.06, -0.01, -0.01], [0.20, -0.09, 0.07], [0.04, 0.01, -0.01], [-0.05, 0.01, -0.02], [-0.03, 0.01, 0.01], [-0.18, 0.16, 0.03], [0.07, -0.02, 0.06], [0.40, -0.31, 0.27], [-0.02, 0.01, 0.00], [0.00, 0.02, -0.01], [0.00, 0.01, 0.01], [0.20, 0.12, -0.09], [-0.01, 0.01, 0.03], [-2.66, -1.76, 1.47], [0.02, 0.00, -0.01], [0.02, 0.01, 0.01], [0.00, 0.02, 0.00], [-0.04, -0.19, 0.08], [-0.03, -0.28, -0.13], [0.11, 0.53, -0.05], [0.01, -0.03, 0.01], [0.02, -0.03, 0.03], [-0.01, -0.02, -0.01], [0.00, -0.20, 0.05], [-0.01, 0.06, 0.00], [0.07, 0.22, -0.03], [0.01, -0.02, 0.01], [-0.01, -0.04, -0.01], [0.00, -0.01, -0.05]],
  "largest_force_ev_per_a": 3.90,
  "e_lumo_ev": -2.306,
  "gap_ev": 9.3,
  "total_charge": 1,
  "multiplicity": 1,
  "total_energy_ev": -110210.0980
}



2.
{
  "formula": "C6H11NO6S",
  "method": "ωB97M-V/def2-TZVPD",
  "symbols": ["N", "C", "C", "C", "C", "C", "O", "O", "S", "O", "O", "O", "C", "O", "H", "H", "H", "H", "H", "H", "H", "H", "H", "H", "H"],
  "positions_angstrom": [[2.682, -1.670, 0.099], [2.411, -0.455, -0.133], [1.484, 0.326, 0.756], [-0.015, 0.238, 0.347], [-0.624, -1.056, 0.861], [-2.141, -1.173, 0.808], [-2.694, -1.107, -0.500], [-0.647, 1.417, 0.922], [-0.460, 2.676, -0.065], [-1.751, 3.098, -0.467], [0.479, 3.588, 0.477], [0.266, 1.879, -1.244], [-0.283, 0.524, -1.135], [0.152, -0.352, -2.085], [3.330, -2.035, -0.599], [2.838, 0.072, -0.996], [1.565, -0.085, 1.762], [1.799, 1.368, 0.754], [-0.150, -1.893, 0.341], [-0.328, -1.150, 1.910], [-2.596, -0.379, 1.399], [-2.418, -2.132, 1.258], [-2.068, -1.476, -1.134], [-1.359, 0.634, -1.272], [1.019, -0.713, -1.859]],
  "forces_ev_per_a": [[0.00, -0.04, -0.01], [0.04, -0.06, -0.04], [-0.03, -0.30, -0.27], [0.64, -0.01, -0.14], [-0.32, 0.31, 0.36], [0.05, -0.27, -0.11], [0.10, 0.22, -0.07], [-0.10, -0.03, 0.00], [0.17, 0.02, 0.05], [-0.02, 0.04, 0.00], [0.01, 0.02, 0.04], [-0.13, 0.01, -0.06], [-0.63, -0.13, 0.18], [0.33, 0.16, 0.02], [0.00, -0.05, 0.02], [0.00, 0.12, 0.07], [0.02, 0.13, 0.03], [-0.05, 0.00, 0.07], [0.06, 0.09, -0.08], [-0.04, -0.08, -0.03], [-0.05, 0.03, -0.12], [0.04, 0.07, 0.11], [-0.09, -0.17, 0.07], [0.02, -0.13, -0.07], [0.00, 0.04, -0.03]],
  "largest_force_ev_per_a": 0.67,
  "e_lumo_ev": 0.399,
  "gap_ev": 11.1,
  "de_lowest_kj_mol": 0.0,
  "total_charge": 0,
  "multiplicity": 1,
  "total_energy_ev": -31009.2591
}



3.
{
  "formula": "C6H5N",
  "method": "ωB97M-V/def2-TZVPD",
  "symbols": ["C", "C", "C", "N", "C", "C", "C", "H", "H", "H", "H", "H"],
  "positions_angstrom": [[2.090, 1.381, -0.107], [0.907, 1.192, -0.230], [-0.515, 0.987, -0.369], [-1.340, 0.604, 0.788], [-1.104, -0.395, -0.263], [-0.216, -1.522, -0.033], [0.829, -2.212, 0.106], [3.144, 1.537, 0.004], [-1.015, 1.679, -1.046], [-0.724, 0.407, 1.581], [-1.981, -0.605, -0.869], [-0.075, -3.053, 0.438]],
  "forces_ev_per_a": [[-0.43, -0.09, -0.04], [0.60, 0.12, 0.13], [-0.04, -0.04, 0.08], [0.29, 0.02, 0.07], [-0.56, -0.51, 0.12], [1.51, 0.95, -0.40], [-2.75, -1.38, 0.54], [-0.32, -0.05, -0.04], [0.12, -0.24, 0.10], [-0.14, 0.03, -0.23], [0.14, 0.06, 0.04], [1.58, 1.15, -0.38]],
  "smiles": "C#C[C@@H]1N[C@@H]1C#C",
  "largest_force_ev_per_a": 3.13,
  "e_lumo_ev": 0.692,
  "gap_ev": 10.5,
  "de_lowest_kj_mol": 548.3,
  "total_charge": 0,
  "multiplicity": 1,
  "total_energy_ev": -7786.1124
}



4.
{
  "formula": "C3H4BrF",
  "method": "ωB97M-V/def2-TZVPD",
  "symbols": ["Br", "C", "C", "C", "H", "H", "H", "F", "H"],
  "positions_angstrom": [[2.249, 0.253, 0.491], [0.503, 0.613, 0.057], [-0.669, 0.099, -0.122], [-0.444, 1.458, -0.764], [-1.342, -0.822, 0.123], [-0.535, 1.500, -1.842], [-0.959, 2.389, -0.368], [0.294, -2.401, 1.325], [0.903, -3.088, 1.100]],
  "forces_ev_per_a": [[0.27, 0.19, 0.16], [-0.82, -0.05, -1.19], [-0.94, -1.74, 1.34], [-1.46, 0.85, 0.70], [1.35, 2.17, -0.75], [0.79, -0.22, -0.38], [0.84, -1.13, 0.10], [0.67, -0.91, -0.24], [-0.70, 0.86, 0.27]],
  "smiles": "BrC1=CC1.F",
  "largest_force_ev_per_a": 2.66,
  "e_lumo_ev": 0.600,
  "gap_ev": 9.7,
  "de_lowest_kj_mol": 236.2,
  "total_charge": 0,
  "multiplicity": 1,
  "total_energy_ev": -75932.6635
}